# 1
The following is a quantum chemistry calculation of a structure of composition C25H44B2F4GeIrN4O4Si3, from the Open Molecules 2025 dataset.

LUMO level (spin up / spin down) ... -7.08 / -7.19 eV
HOMO (spin up / spin down) ... -13.3 / -14.0 eV
<S²> ... 0.763
Charge ... +2
Kohn-Sham gap (spin up / spin down) ... 6.21 / 6.80 eV
F_max ... 1.199 eV Å⁻¹
Energy above the lowest of the compared OMol25 structures with the same formula, charge and spin ... 2.2 kcal per mole
Spin multiplicity ... 2

Element x y z (Å)
1 Ir 1.121 1.147 0.646
2 C 4.939 1.064 -1.275
3 C 3.506 1.160 -0.890
4 N 3.044 0.800 0.263
5 O 3.832 0.268 1.201
6 B 3.535 0.731 2.637
7 F 4.450 0.110 3.405
8 F 3.500 2.108 2.637
9 O 2.153 0.256 3.194
10 N 1.146 0.938 2.624
11 C 0.309 1.625 3.330
12 C 0.372 1.673 4.814
13 C -0.606 2.451 2.482
14 N -0.474 2.223 1.208
15 O -1.077 3.078 0.332
16 B -0.945 2.810 -1.087
17 F -1.978 1.537 -1.317
18 F -1.557 3.790 -1.785
19 O 0.310 2.573 -1.769
20 N 1.301 1.817 -1.208
21 C 2.474 1.807 -1.751
22 C 2.820 2.454 -3.041
23 C -1.487 3.521 3.019
24 H 5.443 0.330 -0.651
25 H 5.427 2.030 -1.124
26 H 5.046 0.793 -2.324
27 H 1.291 2.178 5.121
28 H 0.422 0.660 5.215
29 H -0.483 2.185 5.244
30 H 1.961 2.962 -3.469
31 H 3.185 1.703 -3.745
32 H 3.625 3.175 -2.892
33 H -1.191 3.812 4.022
34 H -2.523 3.175 3.054
35 H -1.456 4.391 2.366
36 C -4.494 0.088 -1.409
37 Si -3.742 1.684 -1.945
38 C -3.357 1.864 -3.736
39 C -4.405 3.112 -1.001
40 Ge -1.200 -0.872 -0.365
41 Si -2.356 -1.337 1.726
42 C -1.027 -1.991 2.854
43 C -3.515 -2.673 1.109
44 C -3.250 0.138 2.431
45 Si -0.875 -1.936 -2.544
46 C -0.306 -3.597 -1.886
47 C -2.426 -2.123 -3.557
48 C 0.438 -0.919 -3.391
49 H -5.517 0.138 -1.807
50 H -4.584 -0.002 -0.328
51 H -4.035 -0.804 -1.831
52 H -4.263 2.236 -4.226
53 H -3.096 0.921 -4.212
54 H -2.574 2.600 -3.912
55 H -5.303 3.420 -1.552
56 H -3.750 3.977 -0.942
57 H -4.730 2.815 -0.004
58 H -0.811 -3.039 2.642
59 H -1.394 -1.926 3.883
60 H -0.094 -1.431 2.794
61 H -2.989 -3.464 0.570
62 H -4.297 -2.272 0.464
63 H -4.005 -3.149 1.962
64 H -2.544 0.840 2.877
65 H -3.929 -0.191 3.221
66 H -3.840 0.676 1.688
67 H -0.616 -3.802 -0.859
68 H 0.780 -3.681 -1.918
69 H -0.733 -4.381 -2.515
70 H -3.161 -2.743 -3.037
71 H -2.182 -2.634 -4.492
72 H -2.896 -1.178 -3.825
73 H 1.292 -0.767 -2.729
74 H 0.048 0.059 -3.685
75 H 0.792 -1.422 -4.293
76 C 0.615 -1.030 0.152
77 C 1.638 -1.699 0.350
78 C 2.772 -2.496 0.560
79 C 3.122 -2.892 1.860
80 C 4.274 -3.625 2.058
81 C 5.071 -3.968 0.971
82 C 4.728 -3.583 -0.323
83 C 3.582 -2.845 -0.534
84 H 2.509 -2.585 2.697
85 H 4.563 -3.918 3.057
86 H 5.974 -4.541 1.133
87 H 5.359 -3.859 -1.156
88 H 3.302 -2.529 -1.531


# 2
The following is a quantum chemistry calculation of a cluster of 2 separate species, C4H6N2O in total, from the Open Molecules 2025 dataset.

LUMO level ... 0.50 eV
HOMO ... -8.9 eV
Kohn-Sham gap ... 9.39 eV
F_max ... 5.614 eV Å⁻¹
Energy above the lowest of the compared OMol25 structures with the same formula, charge and spin ... 90.9 kcal per mole

Element x y z (Å)
1 C 0.877 -1.829 2.429
2 C 0.219 -1.865 0.094
3 C 0.149 -1.390 1.285
4 C -0.500 1.389 -0.629
5 N 1.546 -2.163 3.308
6 N -0.115 2.549 -0.979
7 O -0.911 0.572 -1.551
8 H -0.310 -1.428 -0.761
9 H 0.777 -2.797 -0.105
10 H -0.521 -0.436 1.564
11 H -0.447 3.020 -1.881
12 H 0.013 3.339 -0.367
13 H -0.777 1.038 -2.407


# 3
The following is a quantum chemistry calculation of the ion C4H11N2S with charge -1, from the Open Molecules 2025 dataset.

LUMO level ... 3.78 eV
HOMO ... -2.6 eV
Charge ... -1
Kohn-Sham gap ... 6.33 eV
F_max ... 0.937 eV Å⁻¹
Energy above the lowest of the compared OMol25 structures with the same formula, charge and spin ... 12.1 kcal per mole
SMILES ... CNC[C@H](N)C[S-]

Element x y z (Å)
1 C 1.185 1.931 -0.681
2 N 1.601 0.935 0.289
3 C 0.984 -0.361 0.072
4 C -0.542 -0.388 -0.072
5 N -1.102 0.261 1.151
6 C -1.040 -1.827 -0.225
7 S -2.818 -2.056 -0.097
8 H 1.183 1.466 -1.677
9 H 1.882 2.765 -0.686
10 H 0.153 2.271 -0.517
11 H 1.307 1.243 1.212
12 H 1.429 -0.840 -0.803
13 H 1.192 -0.999 0.928
14 H -0.881 0.229 -0.904
15 H -2.054 0.491 0.866
16 H -1.321 -0.527 1.770
17 H -0.652 -2.202 -1.177
18 H -0.505 -2.391 0.553


# 4
The following is a quantum chemistry calculation of a structure of composition C33H35Cl5N4P2Sn, from the Open Molecules 2025 dataset.

LUMO level ... -1.54 eV
HOMO ... -6.6 eV
Kohn-Sham gap ... 5.06 eV
F_max ... 3.052 eV Å⁻¹
Energy above the lowest of the compared OMol25 structures with the same formula, charge and spin ... 25.9 kcal per mole

Element x y z (Å)
1 Sn 3.561 1.458 0.423
2 C 4.597 5.142 2.146
3 C 3.315 5.583 2.245
4 C 2.650 6.462 1.234
5 C 3.076 6.258 -0.242
6 C 3.146 4.818 -0.712
7 C 4.078 3.887 -0.456
8 C 5.489 4.252 -0.020
9 C 5.523 5.400 1.039
10 C 2.291 -0.221 -0.863
11 H 5.052 4.645 3.001
12 H 2.759 5.450 3.177
13 H 2.870 7.519 1.441
14 H 1.552 6.370 1.271
15 H 2.342 6.729 -0.937
16 H 4.027 6.793 -0.454
17 H 2.407 4.540 -1.518
18 H 4.130 2.998 -1.216
19 H 6.098 4.526 -0.918
20 H 5.930 3.311 0.361
21 H 6.558 5.411 1.398
22 H 5.394 6.365 0.534
23 H 2.357 -1.108 -0.206
24 H 2.478 -0.611 -1.921
25 H 1.196 0.045 -0.793
26 P 0.416 2.284 -1.515
27 P -0.787 2.175 1.917
28 N 1.794 2.927 -2.811
29 N -0.785 2.558 -2.672
30 N 0.879 2.101 2.364
31 N -1.488 2.593 3.460
32 C 0.201 3.706 -0.387
33 C -0.747 3.664 0.865
34 C 2.986 2.216 -2.931
35 C 3.759 2.764 -3.942
36 C 2.994 3.805 -4.522
37 C 1.812 3.924 -3.806
38 C -0.947 1.530 -3.631
39 C -2.171 1.712 -4.260
40 C -2.790 2.895 -3.693
41 C -1.907 3.399 -2.724
42 C 1.492 0.953 2.882
43 C 2.844 1.207 3.120
44 C 3.067 2.581 2.749
45 C 1.847 3.083 2.262
46 C -1.144 3.162 4.703
47 C -2.201 2.958 5.585
48 C -3.227 2.237 4.887
49 C -2.788 2.027 3.595
50 H -0.130 4.537 -1.031
51 H 1.223 3.953 -0.038
52 H -0.463 4.503 1.534
53 H -1.801 3.802 0.541
54 H 3.241 1.358 -2.319
55 H 4.746 2.416 -4.218
56 H 3.265 4.366 -5.420
57 H 0.960 4.606 -3.960
58 H -0.194 0.777 -3.754
59 H -2.591 1.064 -5.018
60 H -3.768 3.285 -3.948
61 H -1.987 4.293 -2.118
62 H 0.883 0.095 3.130
63 H 3.570 0.511 3.544
64 H 4.006 3.104 2.848
65 H 1.531 4.077 2.054
66 H -0.199 3.668 4.860
67 H -2.266 3.230 6.635
68 H -4.173 1.878 5.286
69 H -3.243 1.510 2.743
70 Cl -2.056 0.547 -0.661
71 C -1.543 -0.610 0.569
72 C -0.275 -0.642 1.060
73 C 0.324 -1.661 1.752
74 Cl 2.064 -1.703 2.094
75 C -0.527 -2.702 2.208
76 Cl 0.169 -4.080 2.990
77 C -1.932 -2.545 1.974
78 Cl -3.012 -3.717 2.581
79 C -2.469 -1.488 1.165
80 Cl -4.163 -1.141 0.989


# 5
The following is a quantum chemistry calculation of an isolated molecule of C3H4N2O2, from the Open Molecules 2025 dataset.

LUMO level ... -0.31 eV
HOMO ... -9.7 eV
Kohn-Sham gap ... 9.43 eV
F_max ... 5.061 eV Å⁻¹
Energy above the lowest of the compared OMol25 structures with the same formula, charge and spin ... 87.0 kcal per mole
SMILES ... NC(=O)[C@@H]1NC1=O

Element x y z (Å)
1 N -1.192 -0.300 -1.178
2 C -0.734 -0.670 0.058
3 O -1.062 -1.743 0.538
4 C 0.228 0.172 0.832
5 N 0.803 1.216 0.058
6 C 1.647 0.087 0.618
7 O 2.601 -0.147 1.297
8 H -1.851 -0.922 -1.627
9 H -1.218 0.666 -1.473
10 H -0.078 0.452 1.832
11 H 0.858 1.189 -0.955


# 6
The following is a quantum chemistry calculation of an isolated molecule of C5H8O2, from the Open Molecules 2025 dataset.

LUMO level (spin up / spin down) ... 0.33 / 0.74 eV
HOMO (spin up / spin down) ... -7.6 / -7.9 eV
Kohn-Sham gap (spin up / spin down) ... 7.91 / 8.65 eV
F_max ... 1.721 eV Å⁻¹
Energy above the lowest of the compared OMol25 structures with the same formula, charge and spin ... 120.8 kcal per mole

Element x y z (Å)
1 C 2.539 -0.246 0.069
2 C 1.250 0.280 0.590
3 O 0.398 0.790 -0.301
4 C -0.793 0.401 0.191
5 C -2.067 0.938 -0.405
6 O -2.566 -0.408 -0.542
7 C -1.361 -0.978 0.001
8 H 3.278 -0.333 0.870
9 H 2.446 -1.227 -0.417
10 H 2.920 0.450 -0.693
11 H 1.040 0.456 1.634
12 H -2.735 1.542 0.223
13 H -1.922 1.447 -1.371
14 H -0.791 -1.594 -0.715
15 H -1.587 -1.580 0.890